Density functional theory data (ωB97M-V with the def2-TZVPD basis set) for a 11-piece molecular cluster, C16H54O15 overall in a non-equilibrium geometry.

```
85
C16H54O15, DFT ωB97M-V with the def2-TZVPD basis set
O 0.524 1.867 -4.614
C 0.925 0.572 -4.142
C 1.678 0.829 -2.834
O 2.088 -0.434 -2.277
H 0.447 1.803 -5.582
H 0.061 -0.060 -3.893
H 1.644 0.137 -4.815
H 1.003 1.382 -2.163
H 2.535 1.480 -2.974
H 2.917 -0.216 -1.819
O 0.653 -3.318 3.262
C -0.587 -3.388 3.973
C -0.692 -2.018 4.644
O -1.894 -1.882 5.392
H 0.854 -4.187 2.888
H -1.328 -3.551 3.173
H -0.715 -4.184 4.692
H -0.662 -1.139 3.993
H 0.215 -1.969 5.245
H -2.584 -1.841 4.716
O 3.212 2.478 -0.539
C 3.310 1.913 0.719
C 4.025 0.614 0.612
O 5.415 0.798 0.400
H 2.711 3.301 -0.468
H 3.922 2.551 1.379
H 2.373 1.833 1.264
H 3.546 -0.089 -0.105
H 3.874 0.106 1.557
H 5.513 1.574 -0.173
O -1.951 3.327 -0.775
C -2.137 4.171 -1.893
C -2.317 3.386 -3.182
O -3.346 2.447 -3.028
H -2.304 2.468 -1.047
H -3.023 4.798 -1.742
H -1.321 4.888 -2.032
H -1.436 2.879 -3.579
H -2.574 4.143 -3.938
H -2.904 1.644 -2.732
C -0.389 0.345 0.813
C -0.136 -1.116 0.566
O -0.224 -1.446 -0.836
H 0.441 0.968 0.463
H -0.544 0.500 1.889
H -1.261 0.714 0.244
H -0.946 -1.711 0.988
H 0.860 -1.405 0.909
H 0.577 -1.165 -1.295
C -3.996 -1.159 1.884
O -3.847 -1.148 3.313
H -3.523 -0.250 1.498
H -3.408 -1.999 1.530
H -5.069 -1.235 1.665
H -4.227 -0.336 3.680
C 2.602 0.731 4.132
O 2.507 1.369 5.396
H 2.833 -0.329 4.221
H 1.643 0.862 3.623
H 3.369 1.183 3.508
H 3.152 0.977 5.981
C 1.417 -3.811 -3.392
O 2.415 -3.372 -4.299
H 0.684 -4.426 -3.937
H 1.823 -4.510 -2.673
H 0.847 -2.979 -2.979
H 2.891 -2.619 -3.921
C 0.546 5.312 0.570
O 0.797 3.949 0.299
H -0.233 5.340 1.335
H 1.451 5.770 0.953
H 0.180 5.856 -0.296
H -0.019 3.573 -0.055
C -3.521 -0.816 -1.873
O -2.357 0.017 -1.995
H -3.842 -0.728 -0.842
H -4.272 -0.409 -2.569
H -3.260 -1.851 -2.104
H -1.630 -0.371 -1.508
C -0.932 -4.886 -0.304
O -1.582 -3.889 -1.056
H -1.007 -4.706 0.784
H -1.447 -5.846 -0.470
H 0.126 -5.012 -0.545
H -1.161 -3.048 -0.859
```

Values from the calculation:
E_tot: -48175.7475 eV
E_HOMO: -10.2 eV
LUMO level: 0.4 eV
Kohn-Sham gap: 0.391 Ha
Charge: 0

The molecule's Mulliken atomic charges, reported in e, are given here: -0.54 -0.54 0.11 -0.76 0.31 0.14 0.48 -0.15 0.64 0.16 -0.49 -0.19 -0.26 -0.57 0.28 0.08 0.40 0.09 0.32 0.39 -0.46 -0.39 0.28 -0.59 0.29 0.47 0.25 -0.27 0.20 0.39 -0.52 -0.06 -0.46 -0.53 0.26 0.29 0.24 0.10 0.37 0.43 0.20 0.42 0.29 -0.64 0.32 -0.14 -0.41 0.43 -0.12 -0.50 -0.51 0.18 0.19 0.35 0.27 -0.41 -0.55 0.30 0.02 0.33 0.31 -0.36 -0.57 0.32 0.25 0.03 0.31 -0.76 -0.34 0.30 0.29 0.29 0.24 -0.53 -0.48 0.09 0.30 0.26 0.06 -0.35 -0.53 -0.03 0.33 0.18 0.21

Density functional theory data (ωB97M-V with the def2-TZVPD basis set) for a 9-piece molecular cluster, C16H55N4O9 overall in a non-equilibrium geometry.

```
84
C16H55N4O9, DFT ωB97M-V with the def2-TZVPD basis set
O -0.394 1.438 0.385
H -1.297 1.594 0.100
H -0.236 1.635 1.311
H -0.104 0.540 0.209
C 4.517 -0.777 0.854
C 3.877 0.479 0.281
C 3.852 0.467 -1.242
O 5.223 0.453 -1.735
C 5.335 0.869 -3.084
N 2.637 0.844 0.972
H 5.432 -0.945 0.287
H 3.923 -1.676 0.686
H 4.701 -0.786 1.928
H 4.568 1.303 0.461
H 3.386 1.378 -1.616
H 3.215 -0.296 -1.689
H 4.782 0.208 -3.752
H 6.398 0.805 -3.320
H 4.944 1.879 -3.203
H 2.797 0.642 1.949
H 2.505 1.834 0.825
C 0.222 -0.287 -2.599
C 0.263 -1.503 -1.585
C 1.286 -2.606 -1.965
O 0.986 -3.114 -3.207
C 1.924 -4.131 -3.594
N 0.559 -1.005 -0.313
H 0.090 -0.605 -3.633
H 1.178 0.227 -2.498
H -0.663 0.349 -2.598
H -0.739 -1.929 -1.538
H 1.236 -3.405 -1.226
H 2.269 -2.150 -1.847
H 2.848 -3.645 -3.906
H 1.450 -4.601 -4.457
H 2.108 -4.924 -2.869
H 1.492 -0.637 -0.190
H 0.551 -1.740 0.380
C -3.133 -1.976 0.506
C -3.470 -3.017 -0.511
C -2.436 -4.183 -0.719
O -3.038 -5.139 -1.607
C -2.302 -5.378 -2.796
N -4.784 -3.604 -0.056
H -3.058 -2.370 1.519
H -4.006 -1.323 0.487
H -2.287 -1.361 0.199
H -3.648 -2.522 -1.466
H -2.236 -4.814 0.148
H -1.516 -3.762 -1.121
H -2.814 -6.115 -3.414
H -1.390 -5.779 -2.354
H -2.251 -4.490 -3.426
H -5.127 -4.362 -0.629
H -4.674 -3.994 0.869
C -0.051 3.015 5.136
C -0.674 2.966 3.735
C -0.879 4.357 3.064
O -1.365 4.239 1.767
C -1.493 5.406 0.975
N 0.318 2.114 3.018
H 0.970 3.386 5.226
H -0.013 2.020 5.578
H -0.689 3.576 5.819
H -1.625 2.436 3.792
H 0.033 4.953 3.093
H -1.550 5.009 3.623
H -2.208 6.107 1.406
H -1.704 5.190 -0.072
H -0.465 5.767 0.950
H 1.223 2.561 3.043
H 0.389 1.297 3.606
O -2.616 1.714 -0.965
H -3.236 1.055 -1.277
H -2.629 2.394 -1.638
O -1.931 0.191 2.135
H -1.458 -0.222 2.858
H -2.853 0.134 2.388
O -4.882 2.534 1.303
H -5.616 2.191 0.794
H -4.103 2.246 0.827
O 1.650 3.638 0.654
H 1.806 4.046 -0.198
H 0.702 3.683 0.771
```

Values from the calculation:
E_tot: -41852.5280 eV
E_HOMO (alpha / beta): -13.8 / -13.8 eV
LUMO level (alpha / beta): -5.2 / -10.7 eV
Spin multiplicity: 2
Kohn-Sham gap (alpha / beta): 0.316 / 0.112 Ha
Charge: +2

The molecule's Mulliken atomic charges, reported in e, are given here: 0.55 0.22 0.29 0.48 -1.60 0.16 -0.28 -0.39 -0.71 -0.35 0.43 0.26 0.43 0.50 0.48 -0.09 0.26 0.27 0.29 0.19 0.20 -1.40 0.82 -0.69 -0.35 -0.86 -0.19 0.50 0.15 0.27 -0.76 0.44 0.65 0.32 0.28 0.35 -0.23 0.29 -1.05 0.35 0.21 -0.34 -0.62 -0.34 0.43 0.45 0.17 0.24 0.42 -0.31 0.30 0.33 0.29 0.33 0.34 -1.52 0.35 -0.97 -0.17 -0.90 -0.66 0.40 0.44 0.43 0.17 0.40 0.50 0.28 0.23 0.42 0.32 0.26 -0.53 0.21 0.26 -0.50 0.25 0.26 -0.61 0.30 0.29 -0.63 0.28 0.11

Density functional theory data (ωB97M-V with the def2-TZVPD basis set) for a 10-piece molecular cluster, C16H55O19P3 overall in a non-equilibrium geometry.

```
93
C16H55O19P3, DFT ωB97M-V with the def2-TZVPD basis set
C 8.617 -16.457 -4.746
O 9.357 -17.569 -5.226
P 9.958 -17.628 -6.700
O 10.710 -18.865 -6.945
O 10.752 -16.258 -6.844
C 11.921 -16.201 -7.651
O 8.698 -17.416 -7.645
C 7.512 -18.192 -7.544
H 9.108 -15.539 -5.078
H 8.708 -16.400 -3.660
H 7.558 -16.465 -4.993
H 11.811 -15.403 -8.398
H 12.026 -17.050 -8.327
H 12.838 -15.984 -7.111
H 6.737 -17.553 -7.120
H 7.654 -19.047 -6.880
H 7.178 -18.575 -8.504
C 16.817 -15.891 -1.880
O 17.993 -16.692 -1.674
P 18.025 -18.155 -2.284
O 17.126 -18.388 -3.432
O 19.579 -18.400 -2.530
C 20.638 -17.989 -1.680
O 17.692 -19.102 -1.043
C 18.207 -20.432 -1.059
H 16.887 -15.354 -2.828
H 16.803 -15.146 -1.088
H 15.868 -16.422 -1.922
H 21.130 -18.873 -1.270
H 20.290 -17.313 -0.901
H 21.396 -17.480 -2.277
H 19.287 -20.499 -0.914
H 17.995 -20.897 -2.025
H 17.736 -21.049 -0.300
C 7.939 -21.673 -3.763
O 9.009 -22.115 -2.935
P 9.836 -23.409 -3.344
O 10.719 -23.944 -2.295
O 8.707 -24.416 -3.843
C 9.037 -25.785 -4.080
O 10.538 -23.004 -4.725
C 11.466 -21.913 -4.677
H 7.829 -22.290 -4.649
H 8.069 -20.629 -4.069
H 7.020 -21.583 -3.181
H 9.848 -25.814 -4.811
H 8.186 -26.398 -4.350
H 9.462 -26.223 -3.171
H 12.450 -22.301 -4.409
H 11.191 -21.134 -3.961
H 11.492 -21.421 -5.648
C 13.317 -16.212 -0.771
O 13.129 -14.807 -0.841
H 12.438 -16.691 -0.326
H 13.468 -16.626 -1.769
H 14.140 -16.447 -0.100
H 12.428 -14.650 -1.501
C 11.621 -14.613 -3.992
O 11.071 -14.920 -2.680
H 12.383 -13.853 -3.824
H 12.011 -15.537 -4.417
H 10.835 -14.274 -4.666
H 10.166 -14.598 -2.699
C 15.758 -17.833 -7.557
O 14.580 -18.228 -8.246
H 16.653 -18.021 -8.163
H 15.745 -16.759 -7.373
H 15.899 -18.406 -6.639
H 14.363 -19.133 -8.018
C 19.460 -19.705 -5.648
O 18.198 -19.152 -5.944
H 19.423 -20.343 -4.750
H 19.735 -20.323 -6.500
H 20.232 -18.975 -5.378
H 17.810 -18.779 -5.131
C 9.965 -18.863 -2.313
O 9.667 -19.521 -1.104
H 9.994 -17.781 -2.163
H 10.970 -19.119 -2.673
H 9.260 -19.055 -3.128
H 10.012 -20.416 -1.199
C 13.375 -18.362 -4.680
O 14.344 -17.852 -3.776
H 13.276 -19.442 -4.533
H 12.440 -17.895 -4.369
H 13.547 -18.173 -5.741
H 15.190 -18.306 -3.892
C 15.103 -21.228 -2.656
O 15.850 -22.412 -2.491
H 15.227 -20.614 -1.764
H 15.419 -20.617 -3.507
H 14.024 -21.380 -2.771
H 15.747 -22.963 -3.271
```

Values from the calculation:
Energy above the lowest of the compared OMol25 structures with the same formula, charge and spin: 0.0 kJ/mol
E_tot: -84256.9093 eV
E_HOMO: -9.4 eV
LUMO level: 0.4 eV
Kohn-Sham gap: 0.361 Ha
Charge: 0

The molecule's Mulliken atomic charges, reported in e, are given here: -0.67 0.35 0.82 -0.65 -0.31 -0.90 -0.40 -0.61 0.26 0.15 0.25 0.39 0.39 0.20 0.27 0.19 0.30 -0.31 -0.44 0.66 -0.31 -0.27 -0.77 -0.28 -0.66 0.30 0.31 -0.08 0.30 0.31 0.26 0.21 0.31 0.29 -0.35 -0.08 0.95 -0.75 -0.32 -0.73 -0.36 -0.14 0.38 -0.16 0.30 0.29 0.25 0.31 0.28 -0.09 0.29 -0.03 -0.58 0.32 -0.35 0.32 0.40 -0.36 -0.63 0.38 -0.09 0.38 0.30 -0.49 -0.51 0.28 0.26 0.13 0.31 -0.58 -0.49 0.19 0.29 0.22 0.33 0.26 -0.63 0.27 -0.13 -0.21 0.36 0.71 -0.15 0.23 -0.40 -0.30 0.07 -0.27 -0.57 0.23 0.04 0.28 0.31